[1]
12
Properties=species:S:1:pos:R:3 method="wB97M-V/def2-TZVPD" gap_ev=10.73 de_lowest_kj_mol=197.2 total_energy_ha=-265.460453 homo_energy_ev=-9.8 total_charge=0 smiles=N#CCN1CC1
N 2.2635 1.6504 -0.6743
C 1.7505 0.6322 -0.4794
C 1.0720 -0.6487 -0.2159
N -0.1146 -0.5358 0.6350
C -1.4103 -0.4647 -0.0220
C -0.8495 0.7205 0.6630
H 0.8289 -1.1024 -1.1856
H 1.7924 -1.3112 0.2760
H -2.1989 -1.0566 0.4365
H -1.4276 -0.4443 -1.1123
H -0.4963 1.5379 0.0357
H -1.2100 1.0227 1.6433

[2]
12
Properties=species:S:1:pos:R:3 method="wB97M-V/def2-TZVPD" gap_ev=9.35 de_lowest_kj_mol=173.4 total_energy_ha=-265.469512 homo_energy_ev=-8.6 total_charge=0 smiles=Cn1ccnc1
C 1.0125 -0.4592 -1.1739
N -0.0647 -0.1714 -0.2617
C -0.4412 1.0780 0.0980
C -1.1554 0.9712 1.2531
N -1.3124 -0.3757 1.5825
C -0.6527 -1.0101 0.6538
H 0.7844 -0.0096 -2.1399
H 1.9678 -0.0568 -0.8077
H 1.1037 -1.5393 -1.2740
H -0.1297 1.9940 -0.3793
H -0.5957 1.6603 1.8688
H -0.5166 -2.0814 0.5804

[3]
12
Properties=species:S:1:pos:R:3 method="wB97M-V/def2-TZVPD" gap_ev=10.26 de_lowest_kj_mol=374.4 total_energy_ha=-265.392983 homo_energy_ev=-9.3 total_charge=0 smiles="C1=NC1.C=C=N"
C -1.0432 0.2522 1.3535
N -0.8412 -0.9844 1.3442
C -1.7016 -0.3932 0.2379
H -0.7724 1.1251 1.9355
H -2.7662 -0.6216 0.2721
H -1.2561 -0.3741 -0.7579
C 1.7692 -0.7293 -0.6815
C 1.4068 0.5281 -0.6699
N 1.1102 1.7188 -0.5760
H 2.4455 -1.1040 -1.4392
H 1.3766 -1.3997 0.0770
H 0.2724 1.9820 -1.0959

[4]
12
Properties=species:S:1:pos:R:3 method="wB97M-V/def2-TZVPD" gap_ev="8.66 / 8.66" de_lowest_kj_mol=546.7 total_energy_ha=-265.327329 homo_energy_ev="-8.7 / -8.7" total_charge=0
C -1.1827 0.4518 0.9943
N -0.1111 0.6203 0.2365
C 0.0582 0.5795 -1.2072
C 0.7925 -0.2759 -0.2423
C 2.1381 -0.5449 0.0867
N 3.2314 -0.8296 0.3493
H -1.0236 0.1690 2.0314
H -1.1633 -1.3083 0.3908
H -2.0804 1.0064 0.7334
H 0.4785 1.4856 -1.6405
H -0.7429 0.0973 -1.7753
H -0.3947 -1.4760 0.0514

[5]
12
Properties=species:S:1:pos:R:3 method="wB97M-V/def2-TZVPD" gap_ev="8.12 / 8.12" de_lowest_kj_mol=515.1 total_energy_ha=-265.339393 homo_energy_ev="-8.3 / -8.3" total_charge=0
C -1.9984 -0.0639 0.2197
N -0.6094 -0.1587 -0.1857
C 1.6465 -1.0849 -0.5793
C 2.3540 -0.2089 0.0196
N 1.4865 0.8810 -0.1505
C 0.1541 0.8472 0.0533
H -2.6496 -0.3311 -0.6209
H -2.2047 -0.7750 1.0288
H -2.2857 0.9390 0.5733
H 1.0670 -1.7432 -1.1879
H 3.3389 -0.1191 0.4653
H -0.2411 1.8103 0.4015

[6]
12
Properties=species:S:1:pos:R:3 method="wB97M-V/def2-TZVPD" gap_ev=9.89 de_lowest_kj_mol=63.2 total_energy_ha=-265.511491 homo_energy_ev=-9.0 total_charge=0 smiles=Cn1ccnc1
C 0.4754 -0.0947 1.5286
N -0.3713 -0.0049 0.3576
C -0.1133 1.0240 -0.5313
C -0.2338 0.4871 -1.7711
N -0.5437 -0.8603 -1.6947
C -0.5932 -1.1104 -0.4172
H 1.4835 -0.2267 1.1323
H 0.3561 0.8229 2.1134
H 0.2506 -0.9649 2.1462
H 0.1947 2.0053 -0.1922
H -0.1239 0.9979 -2.7155
H -0.7811 -2.0752 0.0440

[7]
12
Properties=species:S:1:pos:R:3 method="wB97M-V/def2-TZVPD" gap_ev=11.04 de_lowest_kj_mol=157.0 total_energy_ha=-265.475764 homo_energy_ev=-10.1 total_charge=0 smiles=C[C@@]1(C#N)CN1
C 1.4559 -0.2412 0.0867
C 0.0081 0.2031 -0.0010
C -0.2568 1.5916 -0.3484
N -0.5430 2.7110 -0.4312
C -1.0023 -0.8363 -0.3282
N -0.9680 -0.2620 1.0074
H 1.8548 -0.3814 -0.9250
H 1.4924 -1.2066 0.5990
H 2.1010 0.4626 0.6177
H -1.8164 -0.6316 -1.0155
H -0.6259 -1.8557 -0.3396
H -1.6997 0.4462 1.0779

[8]
12
Properties=species:S:1:pos:R:3 method="wB97M-V/def2-TZVPD" gap_ev="8.14 / 7.34" de_lowest_kj_mol=547.7 total_energy_ha=-265.326961 homo_energy_ev="-8.2 / -7.6" total_charge=0
C 1.4942 -0.3506 0.4134
C 0.0484 0.0259 0.2833
C -1.1202 -0.9102 0.0777
N -0.9280 -0.3362 1.3505
C -0.2786 1.0579 -0.5826
N -0.5055 1.4196 -1.7362
H 1.9669 -0.3623 -0.5731
H 1.5390 -1.3476 0.8504
H 2.0328 0.3532 1.0529
H -1.9973 -0.5290 -0.4656
H -0.6831 0.5585 -2.2824
H -1.5684 0.4209 1.6118

[9]
12
Properties=species:S:1:pos:R:3 method="wB97M-V/def2-TZVPD" gap_ev=8.57 de_lowest_kj_mol=315.0 total_energy_ha=-265.415614 homo_energy_ev=-7.8 total_charge=0 smiles=Cc1c[nH]cn1
C 0.1544 1.6515 1.1034
C 0.1159 0.5632 0.0255
C -0.2613 -0.7262 0.3621
N -0.1929 -1.5405 -0.7195
C 0.1983 -0.9656 -1.8406
N 0.4397 0.7418 -1.2529
H -0.8236 1.6687 1.5993
H 0.3637 2.6717 0.7618
H 0.9223 1.3898 1.8435
H -0.5370 -1.1145 1.3162
H -0.4489 -2.5206 -0.6165
H 0.1840 -1.7881 -2.6535

[10]
12
Properties=species:S:1:pos:R:3 method="wB97M-V/def2-TZVPD" gap_ev=9.96 de_lowest_kj_mol=80.4 total_energy_ha=-265.504935 homo_energy_ev=-9.0 total_charge=0 smiles=Cc1ccn[nH]1
C -1.6897 -0.2014 -0.1198
C -0.2453 -0.0183 0.1585
C 0.7920 -0.9162 0.1389
C 1.9442 -0.1072 -0.0387
N 1.6584 1.1861 0.0176
N 0.3071 1.2110 0.1432
H -2.2530 0.6749 0.2053
H -1.8486 -0.3212 -1.2028
H -2.0610 -1.0989 0.3715
H 0.7007 -1.9791 0.3469
H 2.9091 -0.4830 -0.3709
H -0.2140 2.0532 0.3503

[11]
12
Properties=species:S:1:pos:R:3 method="wB97M-V/def2-TZVPD" gap_ev=10.80 de_lowest_kj_mol=269.4 total_energy_ha=-265.432955 homo_energy_ev=-9.7 total_charge=0 smiles="[H]/N=C1/CN2C[C@@H]12"
H 0.0787 1.0804 -2.2219
N 0.9055 0.5717 -1.9112
C 0.4361 0.0034 -0.8903
C 0.9337 -0.9138 0.2032
N -0.3977 -0.8261 0.8834
C -0.6626 0.5922 1.1254
C -0.9140 0.0369 -0.2204
H 1.1017 -1.9315 -0.1635
H 1.7812 -0.5951 0.8166
H 0.1554 1.3055 1.2328
H -1.5052 0.7540 1.7902
H -1.9127 -0.0777 -0.6442

[12]
12
Properties=species:S:1:pos:R:3 method="wB97M-V/def2-TZVPD" gap_ev="5.51 / 7.05" de_lowest_kj_mol=573.2 total_energy_ha=-264.545755 homo_energy_ev="-19.4 / -20.4" total_charge=+2
C -0.3366 -1.5365 -0.9278
C 0.6454 -0.6738 -0.3329
C -0.7797 0.9881 0.8354
C 0.4733 1.4611 1.3070
N -1.2276 -1.2013 -1.7086
N 0.3100 0.3020 0.4710
H -0.4243 -2.5398 -0.3234
H 1.6742 -0.8161 -0.5309
H -1.9037 1.0985 1.1833
H 0.8605 1.5795 2.3733
H 0.9051 2.3553 0.8256
H -2.1109 -1.7471 -2.0402